1.
{"formula": "C37H97N7O17", "method": "the ωB97M-V functional and the def2-TZVPD basis", "orbital_gap_ev": 9.38, "relative_energy_kj_mol": 0.0, "e_tot_ha": -3129.980945, "smiles": "COCCNCCOC.COCCNCCOC.COCCNCCOC.COCCNCCOC.COCCNCCOC.NC(N)=O.OCCO.OCCO.OCCO", "e_lumo_ev": 0.50, "mol_weight_g_mol": 912.21, "charge": 0, "elements": ["C", "C", "O", "O", "H", "H", "H", "H", "H", "H", "C", "C", "O", "O", "H", "H", "H", "H", "H", "H", "C", "C", "O", "O", "H", "H", "H", "H", "H", "H", "C", "O", "N", "N", "H", "H", "H", "H", "C", "O", "C", "C", "N", "C", "C", "O", "C", "H", "H", "H", "H", "H", "H", "H", "H", "H", "H", "H", "H", "H", "H", "H", "C", "O", "C", "C", "N", "C", "C", "O", "C", "H", "H", "H", "H", "H", "H", "H", "H", "H", "H", "H", "H", "H", "H", "H", "C", "O", "C", "C", "N", "C", "C", "O", "C", "H", "H", "H", "H", "H", "H", "H", "H", "H", "H", "H", "H", "H", "H", "H", "C", "O", "C", "C", "N", "C", "C", "O", "C", "H", "H", "H", "H", "H", "H", "H", "H", "H", "H", "H", "H", "H", "H", "H", "C", "O", "C", "C", "N", "C", "C", "O", "C", "H", "H", "H", "H", "H", "H", "H", "H", "H", "H", "H", "H", "H", "H", "H"], "coordinates": [[-9.531, 22.359, 14.556], [-9.478, 21.172, 15.533], [-8.433, 21.256, 16.470], [-8.389, 22.428, 13.719], [-9.579, 23.289, 15.058], [-10.422, 22.175, 13.943], [-9.377, 20.319, 14.791], [-10.498, 21.077, 15.956], [-8.575, 20.637, 17.148], [-7.653, 22.385, 14.369], [-4.600, 22.716, 15.776], [-4.522, 21.253, 15.661], [-5.513, 20.616, 16.421], [-5.658, 23.136, 14.852], [-3.625, 23.105, 15.449], [-4.963, 23.042, 16.790], [-3.566, 20.919, 16.054], [-4.516, 20.849, 14.622], [-6.383, 20.821, 16.014], [-6.171, 23.832, 15.293], [-9.037, 23.176, 23.459], [-8.048, 23.462, 24.551], [-8.026, 22.371, 25.464], [-8.531, 22.161, 22.565], [-9.168, 24.067, 22.815], [-10.019, 22.770, 23.840], [-8.377, 24.328, 25.144], [-7.042, 23.656, 24.147], [-7.263, 21.772, 25.265], [-7.685, 22.480, 22.161], [-9.076, 19.281, 19.218], [-9.498, 19.224, 18.038], [-9.356, 20.372, 20.011], [-8.202, 18.341, 19.707], [-10.080, 21.036, 19.765], [-9.148, 20.322, 21.030], [-7.729, 17.732, 19.071], [-7.863, 18.384, 20.669], [-8.029, 27.684, 12.644], [-6.853, 26.925, 12.582], [-6.658, 25.949, 13.596], [-6.240, 26.499, 14.969], [-6.579, 25.489, 16.041], [-5.930, 25.677, 17.324], [-6.676, 24.747, 18.354], [-8.059, 25.098, 18.308], [-8.875, 23.974, 18.590], [-8.928, 27.065, 12.706], [-8.012, 28.401, 11.797], [-8.021, 28.315, 13.563], [-5.912, 25.214, 13.256], [-7.670, 25.416, 13.737], [-6.576, 27.521, 15.142], [-5.140, 26.541, 14.915], [-7.604, 25.535, 16.129], [-5.881, 26.709, 17.568], [-4.912, 25.295, 17.106], [-6.306, 24.895, 19.339], [-6.612, 23.740, 18.068], [-8.721, 23.222, 17.844], [-9.869, 24.266, 18.652], [-8.696, 23.536, 19.593], [-3.091, 17.258, 26.741], [-2.741, 17.144, 25.362], [-1.945, 18.206, 24.839], [-1.582, 17.864, 23.475], [-2.828, 17.654, 22.683], [-2.601, 17.217, 21.352], [-2.710, 18.363, 20.333], [-2.290, 18.021, 19.001], [-2.909, 19.004, 18.136], [-2.211, 17.083, 27.413], [-3.921, 16.551, 26.914], [-3.394, 18.299, 27.002], [-1.025, 18.272, 25.441], [-2.452, 19.186, 24.936], [-0.822, 17.012, 23.407], [-0.964, 18.698, 22.958], [-3.338, 16.876, 23.183], [-3.378, 16.550, 21.009], [-1.621, 16.819, 21.111], [-2.186, 19.261, 20.757], [-3.729, 18.812, 20.317], [-3.994, 18.838, 18.067], [-2.366, 18.961, 17.276], [-2.718, 20.056, 18.494], [-11.668, 16.698, 18.818], [-11.935, 16.027, 20.011], [-11.638, 14.660, 19.947], [-11.731, 14.009, 21.320], [-10.655, 14.475, 22.169], [-10.803, 14.017, 23.553], [-11.971, 14.514, 24.335], [-12.032, 15.978, 24.116], [-13.332, 16.514, 23.868], [-10.662, 16.627, 18.479], [-11.896, 17.749, 18.900], [-12.203, 16.246, 17.985], [-10.700, 14.447, 19.393], [-12.367, 14.119, 19.375], [-11.660, 12.952, 21.138], [-12.788, 14.349, 21.594], [-10.895, 15.460, 22.239], [-9.824, 14.197, 23.964], [-10.877, 12.942, 23.530], [-11.740, 14.415, 25.377], [-12.954, 14.096, 24.149], [-13.269, 17.659, 23.899], [-14.002, 16.235, 24.695], [-13.742, 16.257, 22.912], [-9.908, 18.603, 22.727], [-8.494, 18.661, 22.518], [-7.787, 18.710, 23.761], [-6.343, 19.050, 23.507], [-6.145, 20.489, 23.547], [-4.933, 20.812, 22.777], [-4.886, 22.165, 22.080], [-5.969, 22.323, 21.170], [-5.952, 21.435, 20.063], [-10.132, 17.889, 23.573], [-10.362, 18.161, 21.802], [-10.321, 19.610, 22.827], [-7.874, 17.715, 24.253], [-8.210, 19.450, 24.455], [-6.044, 18.606, 22.491], [-5.717, 18.735, 24.287], [-6.955, 20.917, 23.047], [-4.774, 19.989, 22.035], [-4.084, 20.851, 23.495], [-3.936, 22.221, 21.523], [-5.075, 22.945, 22.806], [-6.297, 20.479, 20.398], [-5.051, 21.542, 19.521], [-6.733, 21.726, 19.366], [-7.603, 16.421, 16.882], [-7.400, 15.716, 18.107], [-6.073, 15.314, 18.266], [-5.942, 14.667, 19.647], [-5.490, 13.221, 19.395], [-6.522, 12.395, 18.822], [-5.902, 11.093, 18.443], [-6.946, 10.287, 17.804], [-6.517, 9.034, 17.389], [-8.343, 17.176, 16.975], [-7.870, 15.753, 16.103], [-6.693, 16.957, 16.672], [-5.362, 16.125, 18.187], [-5.837, 14.535, 17.585], [-6.897, 14.788, 20.169], [-5.121, 15.174, 20.068], [-5.083, 12.816, 20.200], [-6.924, 12.857, 17.889], [-7.370, 12.260, 19.443], [-5.521, 10.703, 19.372], [-5.113, 11.109, 17.750], [-5.903, 8.630, 18.250], [-5.858, 9.218, 16.505], [-7.328, 8.445, 17.018]]}



2.
{"formula": "C37H98N6O11", "method": "the ωB97M-V functional and the def2-TZVPD basis", "orbital_gap_ev": 8.92, "relative_energy_kj_mol": 350.0, "e_tot_ha": -2624.440428, "smiles": "COC[C@H](C)N.COC[C@H](C)N.COC[C@H](C)N.COC[C@H](C)N.COCCNCCOC.COCCNCCOC.CC(C)O.CC(C)O.CC(C)O", "e_lumo_ev": 0.38, "mol_weight_g_mol": 803.22, "charge": 0, "elements": ["C", "C", "C", "O", "H", "H", "H", "H", "H", "H", "H", "H", "C", "C", "C", "O", "H", "H", "H", "H", "H", "H", "H", "H", "C", "C", "C", "O", "H", "H", "H", "H", "H", "H", "H", "H", "C", "O", "C", "C", "N", "C", "C", "O", "C", "H", "H", "H", "H", "H", "H", "H", "H", "H", "H", "H", "H", "H", "H", "H", "C", "O", "C", "C", "N", "C", "C", "O", "C", "H", "H", "H", "H", "H", "H", "H", "H", "H", "H", "H", "H", "H", "H", "H", "C", "C", "C", "O", "C", "N", "H", "H", "H", "H", "H", "H", "H", "H", "H", "H", "H", "C", "C", "C", "O", "C", "N", "H", "H", "H", "H", "H", "H", "H", "H", "H", "H", "H", "C", "C", "C", "O", "C", "N", "H", "H", "H", "H", "H", "H", "H", "H", "H", "H", "H", "C", "C", "C", "O", "C", "N", "H", "H", "H", "H", "H", "H", "H", "H", "H", "H", "H"], "coordinates": [[-1.217, -1.525, -0.296], [0.010, -0.772, -0.929], [1.193, -1.737, -1.174], [-0.409, -0.109, -2.101], [-2.067, -0.863, -0.127], [-1.008, -2.048, 0.637], [-1.528, -2.335, -0.955], [0.270, 0.038, -0.247], [1.605, -2.126, -0.243], [2.046, -1.339, -1.725], [0.828, -2.626, -1.690], [-0.778, 0.719, -1.785], [6.616, -0.766, -0.639], [6.365, -0.704, -2.130], [4.961, -0.257, -2.407], [7.267, 0.232, -2.663], [6.390, 0.132, -0.065], [7.622, -0.969, -0.274], [5.990, -1.575, -0.263], [6.620, -1.671, -2.563], [4.753, -0.294, -3.476], [4.830, 0.719, -1.940], [4.244, -0.907, -1.906], [6.767, 0.901, -3.138], [2.729, -3.656, -4.152], [2.832, -2.920, -5.501], [4.246, -2.607, -5.950], [2.177, -3.745, -6.397], [1.743, -4.083, -3.965], [3.006, -3.100, -3.257], [3.439, -4.483, -4.146], [2.222, -2.036, -5.318], [4.700, -1.953, -5.206], [4.313, -2.047, -6.884], [4.717, -3.581, -6.076], [2.728, -4.509, -6.586], [-2.717, 1.131, 5.641], [-2.123, 1.162, 4.393], [-3.024, 1.004, 3.328], [-2.220, 1.245, 1.974], [-1.373, 2.490, 1.901], [-1.996, 3.779, 2.135], [-0.993, 4.937, 2.094], [0.048, 4.884, 3.116], [-0.402, 5.081, 4.490], [-2.013, 1.188, 6.471], [-3.351, 0.248, 5.716], [-3.349, 2.004, 5.806], [-3.903, 1.641, 3.423], [-3.436, -0.006, 3.314], [-2.908, 1.190, 1.130], [-1.457, 0.479, 1.839], [-0.626, 2.422, 2.577], [-2.548, 3.915, 3.065], [-2.715, 3.961, 1.336], [-1.563, 5.837, 2.327], [-0.660, 5.169, 1.083], [0.428, 4.887, 5.170], [-1.215, 4.435, 4.822], [-0.611, 6.092, 4.839], [3.372, -3.079, 1.791], [2.422, -4.081, 1.578], [2.294, -5.115, 2.530], [1.262, -6.221, 2.041], [-0.095, -5.883, 2.419], [-0.639, -4.641, 1.900], [-1.851, -4.199, 2.687], [-1.493, -3.721, 3.924], [-2.583, -3.355, 4.773], [4.363, -3.524, 1.888], [3.062, -2.437, 2.615], [3.344, -2.416, 0.927], [1.942, -4.606, 3.427], [3.283, -5.540, 2.703], [1.520, -7.200, 2.445], [1.241, -6.300, 0.954], [-0.155, -5.825, 3.426], [-0.887, -4.732, 0.843], [0.088, -3.837, 2.018], [-2.547, -5.031, 2.791], [-2.475, -3.461, 2.183], [-2.885, -4.337, 5.136], [-3.485, -2.966, 4.301], [-2.323, -2.719, 5.619], [2.081, 2.012, -2.543], [2.742, 3.338, -2.236], [2.818, 4.296, -3.507], [3.700, 3.764, -4.496], [3.352, 4.254, -5.772], [1.938, 3.964, -1.156], [1.143, 2.158, -3.078], [1.938, 1.483, -1.601], [2.715, 1.339, -3.120], [3.740, 3.168, -1.833], [3.204, 5.269, -3.202], [1.785, 4.506, -3.785], [2.318, 4.010, -6.015], [4.013, 3.876, -6.552], [3.424, 5.337, -5.868], [2.314, 4.826, -0.787], [1.891, 3.349, -0.356], [-4.877, -2.570, -1.323], [-5.854, -2.704, -0.137], [-6.591, -1.404, 0.234], [-5.662, -0.519, 0.843], [-6.316, 0.685, 1.342], [-6.704, -3.889, -0.377], [-4.215, -3.415, -1.513], [-4.210, -1.720, -1.184], [-5.411, -2.493, -2.270], [-5.207, -2.926, 0.712], [-7.380, -1.693, 0.929], [-7.067, -0.849, -0.574], [-6.700, 1.327, 0.549], [-5.591, 1.319, 1.851], [-7.179, 0.472, 1.973], [-7.264, -3.825, -1.215], [-6.109, -4.684, -0.563], [3.413, 1.346, 1.074], [2.127, 1.958, 1.658], [1.424, 1.125, 2.764], [1.068, -0.134, 2.270], [0.689, -1.027, 3.321], [2.477, 3.263, 2.198], [4.193, 1.247, 1.830], [3.882, 1.991, 0.330], [3.329, 0.326, 0.702], [1.419, 2.007, 0.830], [0.687, 1.706, 3.318], [2.206, 0.950, 3.502], [1.533, -1.361, 3.924], [0.252, -1.917, 2.869], [-0.124, -0.568, 3.883], [1.693, 3.764, 2.591], [3.065, 3.150, 3.011], [-1.575, 4.074, -2.541], [-2.115, 3.053, -1.535], [-3.082, 2.010, -2.108], [-4.237, 2.535, -2.548], [-5.296, 1.615, -2.744], [-0.970, 2.425, -0.889], [-0.862, 3.641, -3.241], [-1.026, 4.814, -1.958], [-2.348, 4.631, -3.071], [-2.718, 3.588, -0.802], [-3.329, 1.354, -1.272], [-2.672, 1.484, -2.970], [-5.600, 1.279, -1.752], [-4.932, 0.785, -3.350], [-6.192, 1.978, -3.248], [-0.216, 3.097, -0.880], [-1.207, 2.408, 0.092]]}



3.
{"formula": "C38H101AsF6N9O6", "method": "the ωB97M-V functional and the def2-TZVPD basis", "orbital_gap_ev": 0.94, "e_tot_ha": -5282.849710, "e_lumo_ev": -14.51, "mol_weight_g_mol": 969.19, "charge": 7, "elements": ["C", "C", "C", "N", "C", "C", "C", "C", "C", "H", "H", "H", "H", "H", "H", "H", "H", "H", "H", "H", "H", "H", "H", "H", "H", "H", "H", "C", "C", "C", "O", "C", "N", "H", "H", "H", "H", "H", "H", "H", "H", "H", "H", "H", "H", "C", "C", "C", "O", "C", "N", "H", "H", "H", "H", "H", "H", "H", "H", "H", "H", "H", "H", "C", "C", "C", "O", "C", "N", "H", "H", "H", "H", "H", "H", "H", "H", "H", "H", "H", "H", "C", "C", "C", "O", "C", "N", "H", "H", "H", "H", "H", "H", "H", "H", "H", "H", "H", "H", "C", "C", "C", "O", "C", "N", "H", "H", "H", "H", "H", "H", "H", "H", "H", "H", "H", "H", "C", "C", "C", "O", "C", "N", "H", "H", "H", "H", "H", "H", "H", "H", "H", "H", "H", "H", "C", "C", "N", "C", "C", "N", "C", "C", "H", "H", "H", "H", "H", "H", "H", "H", "H", "H", "H", "As", "F", "F", "F", "F", "F", "F"], "coordinates": [[8.752, 6.601, -5.710], [7.782, 7.344, -5.570], [6.695, 7.691, -4.728], [6.233, 9.210, -4.609], [5.502, 9.620, -3.214], [5.135, 9.621, -5.630], [5.401, 10.876, -6.080], [6.571, 11.286, -5.501], [7.334, 10.239, -4.904], [-3.022, -9.606, 8.366], [5.034, -4.302, 0.187], [-5.929, 6.100, -0.842], [-8.327, 0.301, -2.829], [10.140, -6.175, -3.049], [6.915, 7.135, -3.792], [5.850, 7.139, -5.075], [6.395, 9.984, -2.558], [5.180, 8.663, -2.679], [4.589, 10.188, -3.469], [4.841, 8.794, -6.214], [-1.223, 6.876, 11.212], [4.814, 11.460, -7.080], [2.521, 4.169, 9.818], [6.909, 12.276, -5.556], [-3.630, 7.000, 7.822], [7.837, 10.348, -3.988], [8.009, 9.881, -5.683], [3.245, -12.957, 6.905], [2.585, -11.629, 7.443], [1.730, -10.757, 6.590], [0.374, -11.294, 6.641], [-0.297, -11.261, 5.355], [1.680, -11.828, 8.698], [0.742, -11.911, 8.289], [1.951, -12.645, 9.331], [1.850, -10.900, 9.123], [3.823, -12.739, 5.973], [2.660, -13.826, 6.693], [4.019, -13.219, 7.652], [3.462, -11.101, 7.872], [2.136, -10.709, 5.541], [1.809, -9.775, 6.971], [-0.927, -10.459, 5.274], [-0.999, -12.120, 5.358], [0.332, -11.252, 4.499], [-8.883, 1.432, 6.633], [-7.708, 2.318, 6.232], [-7.993, 3.840, 6.288], [-6.747, 4.530, 6.347], [-6.702, 5.715, 7.043], [-6.537, 2.143, 7.157], [-6.832, 2.416, 8.107], [-6.284, 1.194, 7.287], [-5.822, 2.808, 6.845], [-8.703, 0.418, 6.270], [-9.853, 1.730, 6.181], [-8.965, 1.352, 7.722], [-7.255, 1.968, 5.274], [-8.627, 4.101, 7.136], [-8.554, 4.052, 5.371], [-7.019, 5.641, 8.086], [-7.205, 6.508, 6.471], [-5.659, 6.011, 7.127], [-8.890, -4.005, -0.565], [-7.877, -2.949, -0.115], [-6.792, -3.745, 0.634], [-5.655, -2.940, 0.662], [-4.650, -3.164, 1.610], [-7.113, -2.267, -1.278], [-7.568, -2.269, -2.254], [-6.804, -1.314, -1.244], [-6.246, -2.801, -1.457], [-8.491, -4.720, -1.291], [-9.869, -3.629, -0.847], [-8.980, -4.609, 0.351], [-8.342, -2.104, 0.363], [-6.598, -4.648, -0.002], [-7.205, -4.071, 1.589], [-4.140, -2.226, 1.789], [-3.932, -3.917, 1.274], [-5.147, -3.462, 2.486], [-3.872, 1.661, -8.769], [-4.052, 1.423, -10.264], [-2.784, 1.440, -11.170], [-2.934, 0.552, -12.311], [-2.313, 1.037, -13.553], [-4.481, 0.022, -10.428], [-3.834, -0.628, -9.823], [-5.513, -0.063, -10.213], [-4.323, -0.195, -11.467], [-3.273, 0.897, -8.264], [-4.800, 1.802, -8.203], [-3.343, 2.650, -8.627], [-4.829, 2.078, -10.668], [-1.934, 1.187, -10.587], [-2.627, 2.480, -11.599], [-2.514, 2.071, -13.795], [-2.634, 0.300, -14.384], [-1.217, 0.959, -13.574], [8.745, -5.014, -7.368], [7.744, -4.444, -8.354], [6.334, -4.951, -8.031], [5.504, -4.225, -8.864], [4.134, -4.604, -8.985], [7.748, -2.927, -8.325], [6.847, -2.636, -8.771], [7.743, -2.661, -7.337], [8.381, -2.443, -8.926], [9.705, -4.508, -7.534], [8.971, -6.039, -7.694], [8.463, -5.010, -6.327], [7.872, -4.725, -9.395], [6.178, -4.735, -6.980], [6.183, -5.985, -8.232], [3.848, -5.633, -8.769], [3.809, -4.290, -9.936], [3.568, -4.041, -8.259], [-2.699, 5.375, 0.425], [-2.344, 6.531, -0.588], [-2.785, 6.261, -2.092], [-2.618, 7.537, -2.890], [-1.618, 7.692, -3.563], [-3.183, 7.627, -0.190], [-2.714, 8.052, 0.615], [-3.380, 8.399, -0.831], [-1.987, 6.363, -6.765], [-3.800, 5.357, 0.598], [-2.135, 5.574, 1.384], [-2.321, 4.446, 0.091], [-1.244, 6.793, -0.595], [-3.877, 6.038, -2.182], [-2.245, 5.515, -2.639], [-2.316, -5.103, -1.317], [-0.611, 7.239, -3.327], [-1.751, 8.405, -4.304], [6.130, -3.200, 6.301], [6.023, -3.126, 7.833], [6.037, -1.672, 8.195], [7.192, -0.831, 8.086], [6.854, 0.299, 8.713], [5.535, 0.186, 9.163], [5.113, -1.007, 8.881], [4.842, 1.197, 9.995], [5.241, -2.592, 5.994], [6.166, -4.174, 5.800], [7.023, -2.684, 5.918], [6.929, -3.633, 8.329], [5.147, -3.597, 8.299], [8.141, -1.132, 7.626], [7.331, 1.192, 8.978], [4.144, -1.465, 9.000], [4.102, 0.655, 10.610], [4.468, 2.008, 9.336], [5.590, 1.672, 10.672], [-2.215, 0.198, 4.273], [-2.260, -1.568, 4.634], [-3.730, -0.002, 3.412], [-2.062, 1.938, 3.899], [-0.837, 0.327, 5.358], [-1.308, -0.107, 2.905], [-3.306, 0.542, 5.607]]}